72
Properties=species:S:1:pos:R:3:forces:R:3:mulliken_charge:R:1 method="wB97M-V/def2-TZVPD" energy_ha=-2888.0686 s2=2.011 spin_multiplicity=3 relative_energy_kj_mol=15.2 max_force_ha_per_bohr=0.0097
Mo -0.92597 -0.08370 -0.33744 -0.10 -0.03 -0.04 0.43
C 1.84975 -1.46017 5.46802 0.00 0.00 -0.01 -1.74
C 1.57854 -1.37024 3.99151 -0.08 -0.04 0.01 0.63
C 2.46759 -0.72339 3.13779 0.02 0.01 -0.04 -0.84
C 2.20048 -0.62907 1.79049 0.07 0.00 0.04 0.06
C 1.04845 -1.19194 1.24000 -0.08 0.02 0.12 0.34
N 0.79220 -1.03322 -0.14235 -0.16 0.26 -0.11 0.56
C 1.66801 -1.53781 -1.10689 0.00 0.01 0.11 0.85
C 2.75073 -2.33479 -0.71695 0.03 -0.03 0.02 -0.55
C 3.64964 -2.84867 -1.62971 -0.01 0.01 0.05 -1.33
C 3.51329 -2.59622 -2.98579 -0.03 0.02 -0.05 0.16
C 4.46816 -3.15416 -4.00537 0.01 0.00 0.02 -1.58
C 2.42181 -1.83872 -3.37984 0.03 -0.03 -0.02 -0.55
C 1.48957 -1.31835 -2.48452 0.03 -0.05 -0.03 -0.73
C 0.27943 -0.60590 -3.07419 -0.14 0.15 -0.16 1.80
O -0.60078 -0.00751 -2.17476 0.04 -0.11 -0.02 -1.02
C -0.61633 -1.62362 -3.84043 0.02 -0.05 0.02 0.56
F -1.08446 -2.51724 -2.95671 0.01 0.02 -0.02 -0.20
F -1.66493 -1.02345 -4.41006 0.02 0.01 0.01 -0.26
F 0.03147 -2.29552 -4.79623 -0.03 0.00 -0.01 -0.26
C 0.70133 0.57729 -3.99721 0.02 0.00 0.02 0.55
F -0.33450 1.36894 -4.28375 -0.01 -0.01 -0.02 -0.24
F 1.22423 0.17489 -5.16341 0.02 -0.01 0.01 -0.25
F 1.61489 1.32630 -3.36765 0.00 0.00 -0.01 -0.26
C 0.11113 -1.79601 2.09339 -0.06 -0.02 -0.08 -1.24
C 0.41119 -1.88809 3.45269 0.09 0.02 0.07 -1.03
C -1.22382 -2.32396 1.53850 -0.01 0.10 0.05 2.49
O -1.81003 -1.48362 0.57634 0.04 -0.02 0.06 -1.02
C -1.02053 -3.72369 0.90984 0.01 -0.05 0.02 0.36
F -2.17777 -4.28605 0.55310 0.01 -0.01 0.00 -0.27
F -0.25647 -3.64028 -0.18212 -0.02 -0.04 0.01 -0.14
F -0.40990 -4.54604 1.77455 -0.01 -0.01 -0.02 -0.29
C -2.33441 -2.39279 2.63316 0.06 0.05 -0.03 0.35
F -3.53378 -2.59367 2.09720 -0.01 -0.01 -0.03 -0.25
F -2.13303 -3.36629 3.53284 0.01 -0.02 0.00 -0.25
F -2.38676 -1.22255 3.29254 -0.01 -0.02 0.00 -0.20
H 2.90078 -1.67442 5.66194 0.00 0.00 0.00 0.42
H 1.25053 -2.24185 5.93311 0.00 0.00 0.00 0.38
H 1.60969 -0.51686 5.96302 0.00 0.00 0.00 0.31
H 3.37170 -0.28048 3.53834 0.00 0.01 -0.01 0.42
H 2.88167 -0.11267 1.12704 0.00 0.00 0.00 0.64
H 2.88306 -2.56619 0.32980 -0.01 0.01 0.00 0.48
H 4.46983 -3.46080 -1.27301 0.00 0.00 0.00 0.37
H 5.38431 -3.50562 -3.53193 0.00 0.00 0.00 0.38
H 4.73722 -2.40254 -4.74812 0.00 0.00 0.00 0.38
H 4.02376 -3.99735 -4.53824 0.00 0.00 0.00 0.31
H 2.28753 -1.66677 -4.43735 0.01 0.01 0.00 0.58
H -0.27707 -2.37517 4.12598 0.00 0.00 0.00 0.49
C -4.00430 2.36747 2.55557 0.00 0.00 0.00 -1.09
C -4.32508 3.03723 1.22511 -0.01 0.00 0.02 -1.24
C -3.07680 3.33853 0.37063 0.01 -0.06 -0.03 2.83
C -3.48798 3.96409 -0.97934 0.00 0.01 0.00 -1.24
C -2.31381 4.22779 -1.91392 0.01 -0.01 0.00 -1.11
C -2.19425 4.32590 1.12082 -0.04 0.01 0.03 -0.10
O -2.59513 5.41852 1.43806 0.02 0.01 -0.01 -0.62
N -0.90810 3.92898 1.43680 -0.04 -0.01 0.00 0.08
C -0.29459 2.71840 1.14375 0.08 0.06 -0.08 0.04
O 0.84626 2.49100 1.44732 -0.04 -0.02 0.03 -0.64
N -1.09437 1.80837 0.46420 0.47 -0.14 0.12 -0.22
C -2.36818 2.04618 0.09261 -0.20 0.13 0.00 0.39
O -2.90570 1.10203 -0.50899 -0.06 -0.13 -0.06 -0.83
H -4.91746 2.19314 3.12312 0.00 0.00 0.00 0.50
H -3.35050 2.98964 3.17083 0.00 0.00 0.00 0.30
H -3.52346 1.39632 2.41407 0.01 0.00 0.00 0.14
H -4.83335 3.98847 1.38641 0.01 0.00 0.00 0.47
H -4.98075 2.40145 0.62881 0.01 0.00 -0.01 0.44
H -4.01148 4.89221 -0.74769 0.00 0.00 0.00 0.47
H -4.20017 3.28325 -1.44734 0.00 0.00 0.00 0.44
H -1.58550 4.90533 -1.46267 0.00 0.00 0.00 0.28
H -2.65954 4.69018 -2.83743 0.00 0.00 0.00 0.49
H -1.79940 3.30357 -2.18955 0.00 0.00 0.00 0.16
H -0.33719 4.60248 1.92923 0.01 -0.01 0.00 0.27